# 1
ORCA calculation (the ωB97M-V functional and the def2-TZVPD basis) on an isolated ion of composition C6H17N2OS and charge +1 in a non-equilibrium geometry.

Results
Relative energy (zero: lowest compared OMol25 entry of this formula, charge and spin) ... 6.7 kcal per mole
Lowest unoccupied orbital energy ... -3.131 eV
SMILES ... CSO[C@H](N)CC[NH+](C)C

ORCA input file:
```
! RIJCOSX wB97M-V def2-TZVPD def2/J DEFGRID3
* xyz 1 1
C -4.193 -0.965 -1.307
S -3.152 0.540 -1.207
O -1.708 -0.605 -0.921
C -0.355 -0.387 -1.296
N 0.669 -1.470 -0.832
C 0.096 1.052 -0.816
C 0.145 0.987 0.694
N 1.461 0.258 1.050
C 2.578 1.197 0.895
C 1.418 -0.291 2.480
H -4.136 -1.285 -2.385
H -5.112 -0.671 -0.908
H -3.870 -1.755 -0.532
H -0.474 -0.391 -2.333
H 1.156 -1.564 -1.724
H 0.117 -2.281 -0.617
H -0.577 1.849 -1.126
H 0.996 1.344 -1.290
H 0.226 1.978 1.224
H -0.665 0.316 1.055
H 1.291 -0.594 0.341
H 2.716 1.530 1.861
H 3.562 0.834 0.533
H 2.242 1.930 0.150
H 0.681 -1.071 2.580
H 2.395 -0.678 2.660
H 1.228 0.518 3.101
*
```

# 2
ORCA calculation (the ωB97M-V functional and the def2-TZVPD basis) on a 2-piece molecular cluster, C6H17N3 overall in a non-equilibrium geometry.

Results
Relative energy (zero: lowest compared OMol25 entry of this formula, charge and spin) ... 105.3 kcal per mole
Lowest unoccupied orbital energy ... 0.801 eV

ORCA input file:
```
! RIJCOSX wB97M-V def2-TZVPD def2/J DEFGRID3
* xyz 0 1
C -2.625 0.672 1.110
C -1.189 1.044 -0.761
C -2.748 -0.957 -0.758
C 4.013 1.005 0.027
C 2.493 -1.016 -0.473
C -1.891 -0.116 0.040
N -0.929 -0.990 0.664
N 2.142 0.193 1.454
N 2.883 0.049 0.566
H -3.319 1.298 0.485
H -3.080 -0.156 1.661
H -1.862 1.168 1.709
H -2.066 1.635 -0.872
H -0.696 0.688 -1.761
H -0.489 1.543 -0.066
H -2.039 -1.730 -1.053
H -3.627 -1.503 -0.391
H -3.088 -0.466 -1.709
H 3.290 1.818 -0.445
H 4.620 1.442 0.842
H 4.675 0.332 -0.627
H 1.369 -1.022 -0.490
H 2.876 -0.700 -1.503
H 2.839 -2.067 -0.099
H -1.350 -1.783 1.188
H -0.205 -0.384 1.262
*
```

# 3
ORCA calculation (the ωB97M-V functional and the def2-TZVPD basis) on a 2-piece molecular cluster, C6H17N3 overall in a non-equilibrium geometry.

Results
Relative energy (zero: lowest compared OMol25 entry of this formula, charge and spin) ... 118.1 kcal per mole
Lowest unoccupied orbital energy ... 0.892 eV

ORCA input file:
```
! RIJCOSX wB97M-V def2-TZVPD def2/J DEFGRID3
* xyz 0 1
C -0.367 -0.818 0.381
C -0.939 0.542 0.363
C 1.118 0.829 -1.020
C -1.079 0.667 -2.064
C -1.411 -1.904 0.306
C 1.896 0.167 -2.151
N -0.253 0.338 -0.914
N 0.593 -0.697 2.969
N 0.619 0.735 3.167
H -0.281 -1.028 3.374
H 0.485 -0.886 1.910
H 1.565 1.046 2.964
H 0.412 0.931 4.144
H -2.021 0.673 0.269
H -0.476 1.266 1.044
H 1.616 0.585 -0.081
H 1.117 1.923 -1.129
H -1.153 1.756 -2.169
H -0.654 0.264 -2.983
H -2.075 0.243 -1.937
H -2.459 -1.571 0.294
H -1.253 -2.488 -0.605
H -1.289 -2.581 1.153
H 2.954 0.413 -2.064
H 1.560 0.508 -3.130
H 1.777 -0.915 -2.092
*
```

# 4
ORCA calculation (the ωB97M-V functional and the def2-TZVPD basis) on an isolated ion of composition C6H17N3 and charge +2 in a non-equilibrium geometry.

Results
Relative energy (zero: lowest compared OMol25 entry of this formula, charge and spin) ... 21.2 kcal per mole
Lowest unoccupied orbital energy ... -8.037 eV
SMILES ... C[NH2+]/[N+](=C(\C)N)C(C)C

ORCA input file:
```
! RIJCOSX wB97M-V def2-TZVPD def2/J DEFGRID3
* xyz 2 1
C -1.148 -2.000 0.226
N -0.192 -1.308 -0.700
N 0.329 -0.061 -0.210
C 1.711 0.163 0.048
C 2.805 -0.842 -0.239
N 1.990 1.397 0.457
C -0.674 1.014 -0.112
C -1.229 1.408 1.301
C -1.904 0.758 -0.994
H -1.206 -3.066 0.041
H -0.779 -1.889 1.252
H -2.156 -1.631 0.136
H -0.746 -1.243 -1.586
H 0.719 -1.816 -0.878
H 2.506 -1.842 -0.332
H 3.223 -0.397 -1.135
H 3.631 -0.862 0.424
H 2.910 1.666 0.660
H 1.306 1.992 0.877
H -0.199 1.941 -0.432
H -0.482 1.084 2.066
H -1.555 2.432 1.513
H -2.178 0.903 1.321
H -1.570 0.814 -2.036
H -2.674 1.562 -0.870
H -2.438 -0.178 -0.798
*
```

What did the fourth record say?
ORCA calculation (the ωB97M-V functional and the def2-TZVPD basis) on an isolated ion of composition C6H17N3 and charge +2 in a non-equilibrium geometry.

Results
Relative energy (zero: lowest compared OMol25 entry of this formula, charge and spin) ... 21.2 kcal per mole
Lowest unoccupied orbital energy ... -8.037 eV
SMILES ... C[NH2+]/[N+](=C(\C)N)C(C)C

ORCA input file:
```
! RIJCOSX wB97M-V def2-TZVPD def2/J DEFGRID3
* xyz 2 1
C -1.148 -2.000 0.226
N -0.192 -1.308 -0.700
N 0.329 -0.061 -0.210
C 1.711 0.163 0.048
C 2.805 -0.842 -0.239
N 1.990 1.397 0.457
C -0.674 1.014 -0.112
C -1.229 1.408 1.301
C -1.904 0.758 -0.994
H -1.206 -3.066 0.041
H -0.779 -1.889 1.252
H -2.156 -1.631 0.136
H -0.746 -1.243 -1.586
H 0.719 -1.816 -0.878
H 2.506 -1.842 -0.332
H 3.223 -0.397 -1.135
H 3.631 -0.862 0.424
H 2.910 1.666 0.660
H 1.306 1.992 0.877
H -0.199 1.941 -0.432
H -0.482 1.084 2.066
H -1.555 2.432 1.513
H -2.178 0.903 1.321
H -1.570 0.814 -2.036
H -2.674 1.562 -0.870
H -2.438 -0.178 -0.798
*
```

Please write out number 2 again, unchanged.
ORCA calculation (the ωB97M-V functional and the def2-TZVPD basis) on a 2-piece molecular cluster, C6H17N3 overall in a non-equilibrium geometry.

Results
Relative energy (zero: lowest compared OMol25 entry of this formula, charge and spin) ... 105.3 kcal per mole
Lowest unoccupied orbital energy ... 0.801 eV

ORCA input file:
```
! RIJCOSX wB97M-V def2-TZVPD def2/J DEFGRID3
* xyz 0 1
C -2.625 0.672 1.110
C -1.189 1.044 -0.761
C -2.748 -0.957 -0.758
C 4.013 1.005 0.027
C 2.493 -1.016 -0.473
C -1.891 -0.116 0.040
N -0.929 -0.990 0.664
N 2.142 0.193 1.454
N 2.883 0.049 0.566
H -3.319 1.298 0.485
H -3.080 -0.156 1.661
H -1.862 1.168 1.709
H -2.066 1.635 -0.872
H -0.696 0.688 -1.761
H -0.489 1.543 -0.066
H -2.039 -1.730 -1.053
H -3.627 -1.503 -0.391
H -3.088 -0.466 -1.709
H 3.290 1.818 -0.445
H 4.620 1.442 0.842
H 4.675 0.332 -0.627
H 1.369 -1.022 -0.490
H 2.876 -0.700 -1.503
H 2.839 -2.067 -0.099
H -1.350 -1.783 1.188
H -0.205 -0.384 1.262
*
```

Repeat the second record exactly.
ORCA calculation (the ωB97M-V functional and the def2-TZVPD basis) on a 2-piece molecular cluster, C6H17N3 overall in a non-equilibrium geometry.

Results
Relative energy (zero: lowest compared OMol25 entry of this formula, charge and spin) ... 105.3 kcal per mole
Lowest unoccupied orbital energy ... 0.801 eV

ORCA input file:
```
! RIJCOSX wB97M-V def2-TZVPD def2/J DEFGRID3
* xyz 0 1
C -2.625 0.672 1.110
C -1.189 1.044 -0.761
C -2.748 -0.957 -0.758
C 4.013 1.005 0.027
C 2.493 -1.016 -0.473
C -1.891 -0.116 0.040
N -0.929 -0.990 0.664
N 2.142 0.193 1.454
N 2.883 0.049 0.566
H -3.319 1.298 0.485
H -3.080 -0.156 1.661
H -1.862 1.168 1.709
H -2.066 1.635 -0.872
H -0.696 0.688 -1.761
H -0.489 1.543 -0.066
H -2.039 -1.730 -1.053
H -3.627 -1.503 -0.391
H -3.088 -0.466 -1.709
H 3.290 1.818 -0.445
H 4.620 1.442 0.842
H 4.675 0.332 -0.627
H 1.369 -1.022 -0.490
H 2.876 -0.700 -1.503
H 2.839 -2.067 -0.099
H -1.350 -1.783 1.188
H -0.205 -0.384 1.262
*
```